Record 1
The following is a quantum chemistry calculation of a 22-piece molecular cluster, C27H55BCl43N2O2PS overall in a non-equilibrium geometry, from OMol25.

Computed properties:
Calculated total energy   -595229.896 eV
Spin multiplicity   1
Largest force on an atom   0.07231 Eh/bohr
HOMO-LUMO gap   8.54 eV
ΔE to the lowest compared entry with this formula, charge and spin   31.2 kcal per mole
HOMO energy   -8.6 eV

Each line ends with the Löwdin charge.
Atoms and positions in Å:
C: 2.49621 1.39824 -3.90654  -0.121
C: 1.51894 2.65686 -4.07587  -0.160
B: 0.33839 2.73223 -2.93997  -0.356
O: 0.10170 4.05527 -2.39036  0.073
C: -0.56275 1.46911 -2.46166  -0.245
N: -1.24503 1.53562 -1.11047  0.073
C: -2.65042 1.05972 -1.16365  -0.431
O: -3.56858 1.26754 -0.36261  0.011
C: -2.65215 0.25179 -2.57454  -0.713
Cl: -1.78764 -1.32305 -2.06992  0.558
P: -4.29291 -0.43361 -3.25679  0.735
N: -5.55030 -0.19897 -2.28015  -0.304
C: -1.82974 1.33578 -3.41838  -0.590
S: -1.60897 1.11620 -5.23973  0.736
H: 2.26178 0.63977 -4.72747  0.078
H: 3.57826 1.73434 -4.10786  0.081
H: 2.49001 0.92719 -2.87925  0.009
H: 2.17122 3.60342 -4.07124  0.055
H: 1.06783 2.59904 -5.12299  0.090
H: 0.86716 4.60196 -2.68352  0.094
H: 0.18382 0.61509 -2.38041  0.115
H: -1.16912 2.43910 -0.61971  0.138
H: -4.13513 -1.85163 -3.42497  -0.049
H: -4.54522 0.13511 -4.56516  0.011
H: -6.21705 0.34898 -2.85760  -0.092
H: -2.42835 2.29160 -3.18576  0.148
H: -2.46110 2.09107 -5.77761  -0.091
C: 2.14569 -0.53245 0.00931  -1.039
Cl: 2.90579 1.03285 0.33718  0.489
Cl: 2.84763 -1.30331 -1.41794  0.511
H: 2.29189 -1.18227 0.86768  -0.092
H: 1.08019 -0.37883 -0.16054  0.012
C: 4.04502 -3.76878 2.11216  -1.033
Cl: 2.29566 -3.54421 1.96793  0.537
Cl: 4.88514 -3.20341 0.66476  0.492
H: 4.40419 -3.20635 2.97009  -0.079
H: 4.25292 -4.82852 2.25104  -0.084
C: -6.78738 3.00063 -1.52324  -1.031
Cl: -7.70915 3.87955 -0.29512  0.509
Cl: -7.82439 2.50226 -2.86700  0.543
H: -6.00123 3.64878 -1.90561  0.018
H: -6.34632 2.11362 -1.06937  0.005
C: -4.70892 5.76831 1.39942  -1.007
Cl: -4.51264 5.71880 3.15594  0.529
Cl: -4.31770 4.20881 0.66707  0.533
H: -5.74253 6.01833 1.16602  0.016
H: -4.04412 6.52717 0.99124  0.029
C: 6.03170 -0.22605 3.65871  -0.957
Cl: 5.86539 -0.49118 1.91599  0.522
Cl: 4.88646 -1.21851 4.56965  0.505
H: 7.04451 -0.48768 3.96209  -0.065
H: 5.84045 0.82366 3.87589  0.037
C: 0.79218 1.11836 3.81436  -1.000
Cl: 0.88187 1.03237 5.57700  0.479
Cl: 1.15911 -0.44589 3.07812  0.537
H: -0.21462 1.41728 3.52599  -0.042
H: 1.51208 1.85355 3.45799  0.030
C: -4.35310 2.32326 4.70447  -1.025
Cl: -2.59529 2.41859 4.55092  0.483
Cl: -4.82106 1.48435 6.18839  0.511
H: -4.76114 3.33172 4.72455  -0.016
H: -4.75324 1.78004 3.84991  0.027
C: 1.25683 -3.17612 6.08849  -1.000
Cl: 3.02503 -3.12314 6.03379  0.459
Cl: 0.68980 -4.05202 7.51638  0.495
H: 0.87128 -2.15764 6.12053  -0.003
H: 0.89131 -3.68073 5.19592  0.024
C: 10.25690 -1.76162 3.68304  -1.002
Cl: 9.31401 -0.86080 4.87723  0.547
Cl: 9.27192 -2.18765 2.27909  0.516
H: 11.09173 -1.14535 3.35497  0.028
H: 10.63036 -2.67434 4.14328  0.029
C: -9.97266 4.58201 -4.88965  -1.098
Cl: -11.14731 5.85635 -4.53813  0.499
Cl: -8.91138 5.04083 -6.22854  0.493
H: -9.36672 4.40586 -4.00346  -0.034
H: -10.50930 3.67162 -5.15819  -0.082
C: 2.94292 -7.66017 1.23212  -1.065
Cl: 2.56065 -9.30406 1.75610  0.516
Cl: 4.47966 -7.11120 1.91811  0.575
H: 3.01462 -7.64315 0.14929  -0.042
H: 2.14996 -6.99066 1.56045  0.014
C: 0.70515 -4.05259 -4.01212  -1.008
Cl: 0.49096 -2.30813 -4.22205  0.480
Cl: 1.61177 -4.42739 -2.54171  0.491
H: -0.27442 -4.52174 -3.93830  -0.017
H: 1.23870 -4.44591 -4.87540  0.030
C: 5.67312 -5.97886 5.41085  -1.005
Cl: 5.49093 -4.23141 5.21451  0.474
Cl: 6.54003 -6.36944 6.90104  0.516
H: 4.68513 -6.43522 5.44671  0.031
H: 6.23127 -6.37334 4.56379  0.017
C: 4.25317 5.47545 -6.30665  -1.012
Cl: 4.33137 5.37428 -4.54402  0.489
Cl: 4.62380 3.91739 -7.05564  0.502
H: 3.24927 5.77779 -6.59889  0.029
H: 4.97562 6.21351 -6.64996  0.028
C: -0.34297 -0.05235 9.45254  -0.996
Cl: -1.23081 -1.26962 8.52955  0.505
Cl: 0.70063 0.90866 8.39937  0.473
H: -1.05483 0.60867 9.94324  0.028
H: 0.27132 -0.55263 10.19882  0.029
C: -3.87822 -4.87324 -1.93515  -1.005
Cl: -5.63427 -4.69183 -1.99069  0.517
Cl: -3.13072 -4.32233 -3.44061  0.509
H: -3.48718 -4.28043 -1.10957  0.018
H: -3.63525 -5.92321 -1.78384  0.027
C: -2.39338 -0.43767 2.03053  -1.013
Cl: -2.20598 -0.46539 3.78827  0.513
Cl: -2.03442 -2.01581 1.31681  0.504
H: -3.41898 -0.16634 1.78863  0.024
H: -1.70905 0.30004 1.61431  0.013
C: 5.49276 8.20647 -1.92939  -1.010
Cl: 4.48694 6.78247 -1.63702  0.465
Cl: 5.29274 8.80837 -3.57994  0.491
H: 5.20589 8.99032 -1.23114  0.027
H: 6.53628 7.93868 -1.77531  0.031
C: 6.20592 2.69204 0.26632  -1.030
Cl: 4.68382 3.53401 -0.04472  0.460
Cl: 7.43992 3.80257 0.87588  0.502
H: 6.03378 1.91441 1.00646  -0.053
H: 6.55885 2.24638 -0.66188  0.037
C: 1.15076 -9.07078 -1.95861  -0.987
Cl: 2.73062 -8.88624 -2.72929  0.518
Cl: 0.80702 -7.71772 -0.87465  0.549
H: 0.38332 -9.10977 -2.72923  0.028
H: 1.14363 -9.99468 -1.38299  0.028
C: -12.77066 1.10913 -4.77148  -1.000
Cl: -13.03882 -0.54059 -4.19823  0.512
Cl: -11.23590 1.75388 -4.17443  0.570
H: -12.75299 1.10667 -5.85965  0.032
H: -13.58121 1.74279 -4.41674  0.032

Record 2
The following is a quantum chemistry calculation of C33H42N7O6SSi2Sr as an isolated structure, from OMol25.

Computed properties:
Calculated total energy   -85053.893 eV
Total charge   -1
Spin multiplicity   1
Largest force on an atom   0.01908 Eh/bohr
HOMO-LUMO gap   5.20 eV
ΔE to the lowest compared entry with this formula, charge and spin   3.9 kcal per mole
HOMO energy   -3.7 eV

Each line ends with the Löwdin charge.
Atoms and positions in Å:
Sr: -0.74631 0.51766 0.37384  1.477
O: -0.38654 -2.89427 2.87638  0.136
C: -0.56725 -1.60724 2.60385  -0.499
O: -1.56861 -1.16316 2.08662  0.008
C: 0.51731 -0.73143 3.13751  -0.188
C: 1.54757 -1.22681 3.92274  0.034
C: 2.44583 -0.32077 4.47061  -0.014
C: 2.28745 1.03044 4.21576  0.008
C: 1.23976 1.41570 3.38937  -0.199
N: 0.37745 0.55941 2.87095  0.137
C: 1.00758 2.82494 2.95441  -0.488
O: 1.65566 3.72812 3.70728  0.116
O: 0.27066 3.12614 2.05262  0.100
H: -1.11240 -3.38402 2.44826  0.109
H: 1.63875 -2.29012 4.08400  0.123
H: 3.26464 -0.67161 5.08429  0.114
H: 2.96324 1.77501 4.60923  0.121
H: 1.48340 4.59173 3.30676  0.128
C: 3.21380 0.93080 -2.39456  -0.024
C: 2.35181 0.25238 -1.35423  -0.426
O: 1.27085 0.79120 -1.09101  -0.138
C: 2.83091 -0.95701 -0.70347  -0.115
C: 4.16266 -1.36346 -0.91611  -0.052
C: 4.70899 -2.46482 -0.30730  -0.113
C: 3.89898 -3.22577 0.55005  -0.098
C: 2.59611 -2.87633 0.78040  -0.024
C: 1.99493 -1.72780 0.17560  -0.361
O: 0.76727 -1.46590 0.42341  -0.203
H: 2.61987 1.70778 -2.86955  0.085
H: 3.57437 0.22736 -3.14483  0.084
H: 4.07305 1.39080 -1.90285  0.067
H: 4.78971 -0.77314 -1.57102  0.101
H: 5.73942 -2.74119 -0.48623  0.088
H: 4.30677 -4.10788 1.03235  0.096
H: 1.96057 -3.47275 1.42458  0.102
C: -3.14940 -4.15314 1.14704  -0.188
Si: -2.63024 -3.83138 -0.66708  0.454
C: -3.76020 -4.98699 -1.66678  -0.192
C: -0.90842 -4.60428 -0.79454  -0.177
C: -2.65599 -2.05953 -1.13713  -0.321
C: -3.54413 -1.17765 -0.46035  -0.412
C: -4.75025 -1.59687 0.18660  -0.062
C: -5.54609 -0.70760 0.86004  -0.095
C: -5.20525 0.65174 0.90431  -0.107
C: -4.05304 1.01242 0.23900  -0.190
N: -3.24770 0.15894 -0.39584  -0.050
Si: -1.91205 -1.58416 -2.75353  0.438
C: -2.87411 -2.38559 -4.18392  -0.189
C: -0.12457 -2.13951 -3.03456  -0.166
C: -1.93840 0.25420 -3.17126  -0.187
H: -2.52763 -4.96149 1.55495  0.024
H: -4.18140 -4.50471 1.21976  0.025
H: -3.07804 -3.26283 1.77406  0.009
H: -3.77620 -5.99485 -1.23841  0.020
H: -3.41950 -5.06856 -2.70205  0.006
H: -4.78619 -4.60882 -1.68928  0.022
H: -0.90470 -5.55909 -0.25776  0.023
H: -0.15003 -3.94641 -0.35962  0.016
H: -0.61330 -4.81189 -1.82439  0.015
H: -5.05463 -2.63192 0.10569  0.083
H: -6.45563 -1.05946 1.33552  0.096
H: -5.81218 1.38707 1.41308  0.083
H: -3.72670 2.05083 0.21449  0.092
H: -2.80412 -3.47651 -4.15616  0.004
H: -2.49032 -2.04780 -5.15210  0.019
H: -3.93397 -2.12274 -4.12478  0.027
H: -0.03256 -3.21534 -3.19161  0.013
H: 0.52193 -1.87066 -2.19877  0.006
H: 0.25344 -1.64446 -3.93622  0.031
H: -2.93971 0.67689 -3.06994  0.031
H: -1.62881 0.34904 -4.21813  0.029
H: -1.27067 0.88378 -2.58051  -0.015
C: 4.39805 5.17809 1.81339  -0.075
N: 3.27448 4.85293 0.97960  -0.175
C: 2.51334 5.88418 0.28917  -0.115
C: 1.41477 5.07530 -0.40288  -0.139
N: 1.97519 3.72733 -0.38330  0.055
C: 2.96370 3.61084 0.52697  -0.805
S: 3.69162 2.18385 1.02142  0.700
H: 4.08093 5.78777 2.66411  0.085
H: 5.15223 5.74001 1.25274  0.089
H: 4.83647 4.25030 2.17346  0.040
H: 3.14991 6.42208 -0.42215  0.121
H: 2.11190 6.61035 0.99877  0.120
H: 1.21657 5.40724 -1.41881  0.115
H: 0.47662 5.10939 0.15293  0.103
H: 1.37526 2.93392 -0.58814  0.084
N: -1.20897 2.81843 -0.79591  0.050
C: -1.39177 3.82789 -1.35097  -0.399
N: -1.50043 4.92924 -2.04535  0.035
C: -2.06501 5.94872 -1.39556  -0.452
N: -2.53231 6.88748 -0.89904  0.055

Question: Which formula does entry 1 have?
Answer: C27H55BCl43N2O2PS

Question: Number 1 is which compound?
Answer: C27H55BCl43N2O2PS